C53H123N5O11 | wB97M-V/def2-TZVPD

Last column: Löwdin charge in e.
Element x y z (Å)
H 4.3749 -6.3468 2.8570  0.062
C 1.4585 0.5164 -1.8213  -0.483
C 2.0010 -5.1118 2.9723  -0.009
O 4.6641 -4.2392 -1.7726  -0.092
H 6.5068 -4.1725 2.1874  0.125
C -7.9372 1.2034 -4.3074  -0.041
H -7.6619 3.3005 -0.3116  0.111
H 5.8326 -4.6733 5.8733  0.080
H 3.2118 -0.7280 -0.0927  0.105
H 5.6544 0.0337 -4.0421  0.075
C 1.6958 -2.7894 3.8621  -0.040
C 4.1776 2.5718 1.3065  -0.173
C 5.5007 -0.8604 -4.6554  -0.158
H 2.7099 -5.9425 -2.3754  0.074
C 0.8821 5.9115 -5.3220  -0.523
C 2.9280 -5.2345 -3.1787  -0.083
C -0.4031 -0.5987 0.7471  -0.009
H -1.5358 -0.3767 -4.4027  0.058
C 6.1528 -4.2451 4.9231  -0.040
H 1.0571 5.4784 -7.4978  0.058
H 5.1297 3.0747 1.1361  0.079
H -8.1476 3.0537 -2.5196  0.123
C -1.5555 -4.7055 0.9816  -0.153
H 7.1102 -4.6779 4.6331  0.089
H 2.7375 7.4880 -4.0230  0.105
H 4.9038 5.8106 -4.5934  0.078
H 3.6641 -5.7290 -3.8155  0.075
H 2.1210 -1.7833 3.9285  0.082
H -7.9915 2.1527 -4.8394  0.088
H 3.5906 -3.6583 6.0805  0.107
H -5.8609 3.9779 -1.4554  0.111
H -1.3828 4.9523 4.1568  0.075
C -7.1577 1.2066 -3.0024  -0.521
O -0.7441 3.0014 4.4185  -0.136
H -3.3046 0.7704 -2.2378  0.063
H -4.4290 -3.0738 6.8536  0.071
C -0.4986 4.3411 3.9795  -0.148
C 2.7284 -3.7717 3.3242  -0.491
H 0.4016 6.9117 -3.4757  0.087
H 4.3834 1.4973 1.3724  0.075
O 3.3812 -4.4004 5.5048  -0.004
H 1.6243 -0.4325 2.2825  0.052
O -5.1178 1.1117 -4.2490  -0.017
H 0.3385 7.9856 -4.9422  0.081
C 4.4290 4.8519 -4.4245  -0.030
H -2.3015 -0.9963 10.0633  0.078
N -2.1996 -2.1939 7.5881  -0.117
H -0.7784 -0.5505 9.2821  0.086
H -0.9402 1.9347 1.0324  0.124
C -1.7567 -0.4651 5.3984  -0.159
H -3.9479 0.7385 7.9882  0.085
C -1.6168 -1.9818 5.2729  -0.133
H 0.0007 -1.1277 -2.1959  0.076
H -0.6705 -1.8374 -4.7550  0.064
H 2.7548 1.1360 -3.5012  0.073
H 4.4279 4.1708 -6.8727  0.085
H 5.0676 3.9911 -4.6109  0.084
H 2.6491 2.1481 0.1354  0.021
H -4.0978 3.3614 -3.7863  0.082
H -1.8126 -1.1869 -6.0039  0.082
O 2.8844 7.0843 -4.8837  -0.022
H 0.0679 2.7228 4.8491  0.065
H 2.4313 -5.9625 3.4947  0.069
H 1.6513 -1.4669 -2.6016  0.063
H -3.0519 -5.1124 2.1957  0.071
H -0.8226 -0.8529 -0.2239  0.069
C -7.1312 2.4492 -0.7408  -0.174
H -0.9930 -0.0136 4.7622  0.095
C 0.1305 6.9987 -4.5285  -0.036
C -3.9045 3.2139 -2.7143  -0.017
H -6.9401 -0.1811 -1.3257  0.071
N 2.2406 5.8204 -4.7770  -0.089
H 3.2010 1.7103 -1.8821  0.077
H 4.1527 4.7906 -3.3630  0.090
H -4.4075 -0.7690 8.5648  0.085
H 4.7974 -3.2551 0.5674  0.102
H -2.1504 -4.8209 7.1027  0.082
O -2.5265 -3.0071 8.6795  -0.014
H 0.1396 4.3820 -3.9659  0.115
C 2.4275 3.4464 -4.9982  -0.146
H -0.2227 6.6459 -7.0401  0.088
C 0.8941 -0.6735 -2.6257  -0.024
H 3.0272 2.5878 -5.3047  0.123
C -3.8559 -3.0516 5.9252  -0.010
H -4.3369 -0.6150 6.8044  0.062
H -0.6038 -4.7587 1.5281  0.055
H -3.6920 1.3123 -0.6027  0.081
H -2.7119 -2.0719 -3.2102  0.106
O 3.3154 2.8461 0.2270  -0.137
H -7.0907 1.6212 -0.0335  0.107
H -1.9943 0.6408 9.3954  0.089
C -4.1246 1.0426 -1.5722  -0.025
C -1.6850 -4.2025 6.3322  -0.033
H -8.9424 0.8130 -4.1332  0.087
H -0.6227 -4.1288 6.5601  0.088
C -0.5851 1.9575 -1.0261  -0.166
H -2.8844 2.8415 -2.6668  0.058
C 5.5716 -3.7790 2.5933  -0.137
C 5.1166 -4.5198 3.8447  -0.527
H -1.8682 -4.7176 5.3880  0.082
H 4.3569 -4.8419 1.2323  0.108
C -5.7322 2.9538 -1.0833  -0.134
H 0.0949 1.6505 -3.0507  0.107
H 3.5245 0.0401 -2.3602  0.077
H 1.3853 -3.0163 4.8852  0.069
O -3.9809 -1.8748 -4.8614  -0.084
H -8.1271 -0.7255 -2.5999  0.085
H -1.0830 2.9164 -1.1830  0.111
C 2.8095 0.8644 -2.4497  -0.025
C 0.5260 1.7244 -2.0451  -0.114
H -3.9995 -3.9934 5.4021  0.075
H -0.4975 -0.0403 7.1161  0.118
H 3.4122 -2.0630 2.0838  0.108
H -1.3936 1.2271 -1.0937  0.082
C 1.0236 3.3950 -5.6084  -0.162
H -1.1551 -0.3529 1.4940  0.093
C -2.3838 -0.7775 7.8497  -0.528
N -5.8295 1.7671 -3.2223  -0.101
C 3.5016 -3.9638 -2.5799  -0.302
C -1.8659 -0.4369 9.2426  -0.036
H -1.7550 -5.6094 0.4116  0.081
H -0.5558 -2.2241 5.2506  0.085
H 1.1466 2.6229 -2.1577  0.108
H 4.3597 -4.5045 -0.8997  0.034
C -3.8518 -0.3158 7.7240  -0.025
H 6.0751 -6.3290 3.1357  0.088
H 2.2477 1.1751 2.0525  0.060
H -1.3796 -3.8488 0.3238  0.071
H 0.0954 -1.5169 1.0775  0.070
C 4.5236 -3.7831 1.4789  -0.170
N 3.8288 -3.9537 4.2379  -0.100
H 6.0289 -1.7392 -4.2888  0.077
H 1.4974 7.0474 -7.0474  0.090
H 2.8384 4.6373 -7.4642  0.061
H -4.7043 0.1479 -1.3337  0.074
C -4.9393 2.2148 -2.1763  -0.488
H 0.5876 2.6816 0.6709  0.120
C 0.7691 6.2635 -6.8036  -0.031
C -1.6146 -1.3203 -4.9469  -0.088
H -4.2250 -2.2198 5.3259  0.074
H 5.7617 -2.7354 2.8687  0.123
C -2.3492 -2.8383 6.2912  -0.510
C -7.9001 2.1166 -2.0123  -0.147
H 1.9245 -5.3218 1.9058  0.078
H -5.1316 3.0902 -0.1826  0.122
C 1.3361 0.5834 1.9965  -0.012
H 1.0651 3.4409 -6.6974  0.101
H -2.7369 -0.1179 5.0603  0.110
H 2.5030 -3.2309 1.2375  0.113
C -1.5571 0.0204 6.8474  -0.140
H 0.3325 4.8089 4.5088  0.079
H -2.5264 -3.2306 -4.4462  0.109
H -5.1892 1.6856 -5.0179  0.109
H -0.7926 4.5196 -5.4850  0.123
H -1.8284 1.0786 6.8116  0.117
H 2.2377 3.3511 -3.9219  0.095
H 0.7307 -0.4502 -3.6751  0.067
H -8.8176 1.5913 -1.7391  0.123
C -0.0624 1.8452 0.3867  -0.136
H -7.4995 0.4776 -5.0039  0.085
H -0.2881 4.3307 2.9071  0.067
H -3.4973 -3.0354 8.7322  0.095
C -2.6918 -2.1583 -4.3061  -0.322
C -7.1978 -0.2056 -2.3837  -0.023
H 4.9638 -6.5943 4.5057  0.089
H -3.9836 4.2427 -2.3628  0.081
H -4.2333 -1.0099 -4.5231  0.040
H 0.7888 -2.7620 3.2587  0.082
H 3.7834 2.9389 2.2606  0.075
C 5.1236 -6.0337 3.5848  -0.029
H 3.8872 -3.2757 -3.3312  0.096
O 5.8657 -0.4816 -5.9919  -0.127
C 3.1325 4.7627 -5.2349  -0.527
H 6.3243 -3.1766 5.0782  0.088
H -6.4067 -0.8250 -2.8079  0.076
O 2.2809 -0.9694 -0.1557  -0.011
H 0.6604 0.9113 2.7905  0.083
C 0.2042 4.5725 -5.0434  -0.135
H 4.4264 -1.0380 -4.6172  0.063
H 2.0299 -5.0343 -3.7622  0.072
H 3.9516 5.8501 -6.9516  0.089
O -2.6302 -4.3324 1.8277  -0.125
H 0.9767 -5.0604 3.3569  0.069
C 3.5889 4.8466 -6.7028  -0.031
H 2.7256 -3.4771 -1.9797  0.097
H 0.5271 2.4757 -5.2903  0.098
H 6.7298 -0.0674 -5.9274  0.068
C 0.6464 0.5202 0.6386  -0.506
C 3.2490 -3.1444 2.0373  -0.152
H -0.9483 6.8550 -4.6159  0.084
H -2.0051 -2.2301 4.2750  0.123
N 1.6537 0.2824 -0.3908  -0.088

Output
energy relative to the best compared isomer or geometry (same formula, charge and spin) = 0.000 eV
SMILES = CC1(C)CCCC(C)(C)N1O.CC1(C)CCCC(C)(C)N1O.CC1(C)CCCC(C)(C)N1O.CC1(C)CCCC(C)(C)N1O.CC1(C)CCCC(C)(C)N1O.CCO.CCO.CO.CO.CO.CO
HOMO = -8.068 eV
LUMO level = 0.370 eV